# C3H10N2

A 2-piece molecular cluster, C3H10N2 overall (ωB97M-V/def2-TZVPD, the OMol25 dataset).

Calculated values
SMILES: C=C.NCN
Energy above the lowest of the compared OMol25 structures with the same formula, charge and spin in kJ/mol: 141.7
Orbital gap in Ha: 0.37029
LUMO energy in eV: 0.9
Multiplicity: 1

```
15
Properties=species:S:1:pos:R:3:lowdin_charge:R:1
C -1.719 -1.082 -3.900 -0.080
C -0.966 -1.940 -3.216 -0.078
H -1.597 -0.023 -3.734 0.039
H -2.425 -1.380 -4.656 0.041
H -0.495 -1.664 -2.286 0.037
H -0.864 -2.945 -3.589 0.039
N 0.597 0.989 3.709 -0.022
C 1.340 0.799 2.479 -0.376
N 0.658 1.250 1.265 -0.010
H -0.221 0.394 3.701 0.055
H 0.283 1.945 3.834 0.058
H 2.268 1.351 2.548 0.097
H 1.541 -0.272 2.453 0.102
H 0.405 0.586 0.549 0.048
H 1.195 1.994 0.842 0.050
```

***

# C3H10N2

The molecule C3H10N2 at a distorted geometry (ωB97M-V/def2-TZVPD, the OMol25 dataset).

Calculated values
SMILES: CCNCN
Energy above the lowest of the compared OMol25 structures with the same formula, charge and spin in kJ/mol: 132.6
Orbital gap in Ha: 0.36268
LUMO energy in eV: 1.1
Multiplicity: 1

```
15
Properties=species:S:1:pos:R:3:lowdin_charge:R:1
C -2.277 0.473 -0.381 -0.109
C -1.123 -0.477 -0.266 -0.254
N 0.226 0.149 -0.569 -0.087
C 1.119 0.440 0.496 -0.334
N 2.105 -0.685 0.635 -0.024
H -3.016 0.550 0.407 0.059
H -3.012 0.114 -1.143 0.083
H -2.010 1.527 -0.479 0.073
H -1.092 -0.853 0.764 0.107
H -1.054 -1.349 -0.923 0.104
H -0.046 1.002 -1.044 0.086
H 0.710 0.509 1.514 0.098
H 1.760 1.337 0.447 0.112
H 1.759 -1.436 0.055 0.043
H 3.072 -0.548 0.364 0.045
```

***

# C3H10N2

The molecule C3H10N2 at a distorted geometry (ωB97M-V/def2-TZVPD, the OMol25 dataset).

Calculated values
SMILES: NCCCN
Energy above the lowest of the compared OMol25 structures with the same formula, charge and spin in kJ/mol: 129.7
Orbital gap in Ha: 0.37017
LUMO energy in eV: 1.1
Multiplicity: 1

```
15
Properties=species:S:1:pos:R:3:lowdin_charge:R:1
N -2.508 0.200 -0.627 -0.029
C -1.177 0.436 -0.091 -0.346
C 0.000 -0.432 -0.337 -0.241
C 1.112 0.165 0.523 -0.302
N 2.478 -0.173 0.101 0.001
H -2.466 0.062 -1.678 0.083
H -3.181 -0.551 -0.192 0.110
H -1.128 0.367 0.990 0.110
H -0.937 1.383 -0.242 0.059
H 0.305 -0.432 -1.384 0.107
H -0.087 -1.480 -0.095 0.105
H 0.771 -0.227 1.533 0.125
H 0.885 1.215 0.476 0.099
H 3.122 0.495 0.462 0.044
H 2.811 -1.029 0.562 0.074
```